{
  "formula": "C5H15N3O2Rb",
  "method": "wB97M-V/def2-TZVPD",
  "e_above_lowest_kcal_mol": 33.76,
  "total_charge": 1,
  "energy_ha": -538.14647,
  "symbols": ["Rb", "C", "O", "N", "N", "H", "H", "H", "H", "C", "C", "C", "O", "C", "N", "H", "H", "H", "H", "H", "H", "H", "H", "H", "H", "H"],
  "positions_angstrom": [[-1.06961, -2.11993, 0.98570], [-3.54428, 0.78503, 0.19424], [-3.06255, -0.32628, -0.15863], [-4.57934, 1.36317, -0.21290], [-2.98025, 1.43812, 1.16762], [-4.85593, 2.33452, -0.22185], [-5.30416, 0.81164, -0.64941], [-3.49945, 2.24950, 1.47126], [-2.21242, 0.94782, 1.60368], [0.47548, 1.01206, -0.45065], [1.49528, 0.33211, 0.51052], [2.38392, -0.69466, -0.23033], [1.52199, -1.91537, -0.46246], [2.23438, -2.88203, -1.18823], [2.30544, 1.36804, 1.04720], [-0.07101, 0.36267, -1.13456], [0.99017, 1.73592, -1.08250], [-0.16089, 1.53048, 0.26655], [1.06808, -0.31696, 1.27491], [3.26631, -1.04687, 0.30394], [2.70130, -0.23027, -1.16399], [3.19680, -3.18473, -0.77564], [2.29842, -2.59059, -2.23659], [1.55953, -3.72721, -1.05273], [2.97764, 1.62819, 0.33970], [2.86512, 1.13568, 1.85520]],
  "lowdin_charge": [0.99, -0.77, -0.12, 0.19, 0.18, 0.14, 0.14, 0.13, 0.11, -0.04, -0.48, -0.13, -0.32, -0.12, 0.05, 0.08, 0.09, 0.07, 0.09, 0.13, 0.13, 0.10, 0.10, 0.09, 0.09, 0.09]
}



{
  "formula": "C19H24Cl2F6N5PPt",
  "method": "wB97M-V/def2-TZVPD",
  "e_above_lowest_kcal_mol": 7.53,
  "total_charge": 1,
  "spin_multiplicity": 4,
  "energy_ha": -2992.32629,
  "symbols": ["Pt", "Cl", "C", "Cl", "H", "H", "F", "P", "F", "F", "F", "F", "F", "C", "C", "C", "C", "C", "C", "N", "C", "C", "C", "C", "C", "C", "H", "H", "H", "H", "H", "H", "H", "H", "H", "H", "C", "N", "C", "N", "C", "N", "C", "N", "C", "C", "H", "H", "H", "H", "H", "H", "H", "H", "H", "H", "H", "H"],
  "positions_angstrom": [[0.49500, -0.01999, 0.24031], [3.27005, 3.47999, -2.46129], [2.75613, 2.83220, -0.92994], [1.01015, 2.37462, -0.98225], [2.86088, 3.58005, -0.16050], [3.32240, 1.93801, -0.71104], [0.40645, -2.04228, 1.46395], [1.83673, -2.06605, 2.38022], [1.21792, -0.85607, 3.21658], [2.40380, -3.18371, 1.41652], [2.34756, -0.88705, 1.20783], [3.21925, -1.92048, 3.10834], [1.23129, -3.13327, 3.35434], [-4.35675, 1.91283, 1.29300], [-3.80199, 0.73903, 0.79679], [-2.45746, 0.48519, 0.98005], [-1.63977, 1.39898, 1.67153], [-2.21008, 2.58144, 2.16286], [-3.55804, 2.82566, 1.97448], [-0.26385, 1.15197, 1.76957], [0.48836, 1.60286, 2.84351], [1.87495, 1.79148, 2.69308], [2.65069, 2.17152, 3.75976], [2.06836, 2.35664, 5.01326], [0.70225, 2.15355, 5.18630], [-0.08761, 1.78414, 4.11845], [-5.41081, 2.12026, 1.14257], [-4.42499, 0.01623, 0.28321], [-2.04483, -0.46282, 0.66084], [-1.58303, 3.31975, 2.64528], [-3.98955, 3.74665, 2.35045], [2.32715, 1.61736, 1.72958], [3.71788, 2.30862, 3.63313], [2.68609, 2.63204, 5.85862], [0.25817, 2.25914, 6.16893], [-1.13405, 1.55115, 4.26868], [-0.45974, -1.33885, -2.18845], [0.88909, -1.15119, -1.51378], [1.47374, -2.54388, -1.28477], [1.57764, -3.26967, -2.52478], [0.24692, -3.39341, -3.13189], [-0.34666, -2.06852, -3.42092], [0.56482, -1.34023, -4.32224], [1.90705, -1.18492, -3.73632], [1.79398, -0.44885, -2.50599], [2.44495, -2.53066, -3.44674], [-0.88036, -0.35150, -2.38461], [-1.10308, -1.88148, -1.49654], [0.82826, -3.06866, -0.59375], [2.44762, -2.42404, -0.83300], [-0.41027, -3.94320, -2.45665], [0.33166, -3.94494, -4.06482], [0.14852, -0.35541, -4.53978], [0.65123, -1.89360, -5.25366], [1.38372, 0.53373, -2.71158], [2.77379, -0.34727, -2.04001], [3.44095, -2.43766, -3.01317], [2.52049, -3.08139, -4.38105]],
  "lowdin_charge": [1.24, 0.61, -0.96, 0.58, 0.03, 0.03, -0.26, 0.20, -0.12, -0.10, -0.29, -0.08, -0.07, -0.05, -0.05, -0.04, -0.28, -0.01, -0.04, -0.06, -0.29, -0.04, -0.04, -0.03, -0.04, -0.01, 0.12, 0.12, 0.08, 0.12, 0.12, 0.08, 0.12, 0.12, 0.12, 0.13, -0.19, -0.23, -0.16, -0.07, -0.13, -0.08, -0.14, -0.07, -0.20, -0.14, 0.12, 0.13, 0.12, 0.12, 0.14, 0.13, 0.13, 0.13, 0.07, 0.13, 0.14, 0.13]
}



{
  "formula": "ClI2O6V",
  "method": "wB97M-V/def2-TZVPD",
  "total_charge": -2,
  "energy_ha": -2450.90917,
  "symbols": ["O", "V", "O", "I", "I", "Cl", "O", "O", "O", "O"],
  "positions_angstrom": [[6.06365, -21.16271, -7.06554], [6.12049, -19.63111, -6.76895], [5.04934, -18.61756, -7.49068], [5.96294, -19.46227, -3.85288], [8.32304, -17.79016, -7.19929], [9.26614, -23.88205, -6.04813], [9.79975, -24.72154, -7.05982], [8.34838, -22.81525, -6.31241], [8.46274, -24.62489, -5.07898], [10.40259, -23.34641, -5.39927]],
  "lowdin_charge": [-0.42, 0.24, -0.54, -0.14, -0.14, 0.59, -0.38, -0.39, -0.43, -0.39]
}